1.
ORCA calculation (ωB97M-V with the def2-TZVPD basis set) on a molecular structure, C2HBr3ClNO2 in a non-equilibrium geometry.

Its total energy is -230318.669 eV. The value obtained for the maximum force is 0.0690 hartree/bohr. As for the energy above the lowest of the compared OMol25 structures with the same formula, charge and spin: 230.6 kJ/mol. The orbital gap (alpha / beta) is 0.28759 / 0.26694 Ha. The calculation puts the HOMO energy (alpha / beta) at -0.3400 / -0.3286 hartree. The value obtained for the LUMO energy (alpha / beta) is -1.43 / -1.68 eV.

Cartesian coordinates (Å):
C (0.07, 0.77, 0.53)
C (-0.71, 1.38, -1.83)
N (1.00, -0.21, -0.03)
O (0.44, -1.24, -0.22)
O (2.06, 0.12, -0.47)
Cl (-0.26, -0.11, -2.61)
Br (0.91, 2.31, 1.17)
Br (-2.58, 1.57, -1.66)
Br (0.29, 2.93, -1.93)
H (-0.93, 0.40, 0.82)

So, what does the Löwdin scheme give us? The charges, in e, come out as: C -0.55; C -1.66; N -0.60; O -0.01; O 0.01; Cl 0.64; Br 0.75; Br 0.65; Br 0.69; H 0.09

2.
ORCA calculation (ωB97M-V with the def2-TZVPD basis set) on a molecular structure, C3H9CrN2O13S2 in a non-equilibrium geometry.

Its total energy is -82939.848 eV. The value obtained for the maximum force is 0.1292 hartree/bohr. The spin multiplicity is 6. As for the total charge: -2. The orbital gap (alpha / beta) is 0.20496 / 0.16378 Ha. The calculation puts the HOMO energy (alpha / beta) at -0.0193 / -0.0349 hartree. The value obtained for the LUMO energy (alpha / beta) is 5.05 / 3.51 eV.

Cartesian coordinates (Å):
Cr (-0.04, 0.20, -0.04)
C (-0.72, -2.66, 1.26)
O (0.25, -2.06, 0.49)
H (-0.73, -2.58, 2.34)
H (-1.70, -2.21, 1.06)
H (-0.69, -3.72, 1.01)
S (3.13, -0.01, 0.83)
O (3.75, 0.51, 2.02)
O (4.13, 0.54, -0.09)
O (3.12, -1.47, 0.72)
O (1.83, 0.54, 0.56)
S (-1.72, 1.83, -1.19)
O (-1.75, 2.49, -2.45)
O (-0.51, 2.10, -0.49)
O (-2.83, 2.55, -0.54)
O (-1.72, 0.38, -1.12)
C (-2.71, 1.99, 3.13)
N (-2.22, 0.95, 2.16)
O (-1.03, 0.85, 1.95)
O (-3.08, 0.30, 1.57)
H (-1.86, 2.53, 3.54)
H (-3.31, 1.46, 3.87)
H (-3.24, 2.60, 2.39)
C (2.17, -1.08, -3.90)
N (1.71, -0.94, -2.52)
O (1.90, -1.93, -1.85)
O (1.15, 0.10, -2.16)
H (2.38, -0.05, -4.18)
H (1.33, -1.41, -4.52)
H (3.01, -1.78, -3.88)

So, what does the Löwdin scheme give us? The charges, in e, come out as: Cr 0.77; C -0.38; O -0.38; H 0.03; H 0.04; H 0.04; S 0.22; O -0.20; O -0.18; O -0.27; O -0.36; S 0.14; O -0.36; O -0.39; O -0.40; O -0.39; C 0.05; N -0.40; O 0.03; O 0.06; H 0.09; H 0.09; H 0.10; C 0.03; N -0.40; O 0.09; O 0.04; H 0.10; H 0.10; H 0.10

3.
ORCA calculation (ωB97M-V with the def2-TZVPD basis set) on a molecular structure, C22H42MnN10OSSi4Te in a non-equilibrium geometry.

Its total energy is -121403.650 eV. The value obtained for the maximum force is 0.0619 hartree/bohr. As for the energy above the lowest of the compared OMol25 structures with the same formula, charge and spin: 112.5 kJ/mol. The spin multiplicity is 6. The orbital gap (alpha / beta) is 0.20536 / 0.21364 Ha. The calculation puts the HOMO energy (alpha / beta) at -0.2167 / -0.2395 hartree. The value obtained for the LUMO energy (alpha / beta) is -0.31 / -0.70 eV.

Cartesian coordinates (Å):
Mn (1.01, -18.00, 11.28)
N (1.82, -15.66, 14.93)
C (1.40, -16.44, 13.88)
S (1.85, -16.10, 12.23)
N (0.71, -17.54, 14.21)
N (0.58, -18.45, 13.20)
C (0.07, -19.63, 13.64)
C (-0.24, -20.75, 12.83)
C (-0.58, -21.92, 13.51)
C (-0.91, -23.07, 12.79)
C (-0.71, -23.09, 11.38)
C (-0.25, -21.99, 10.73)
N (-0.12, -20.80, 11.44)
H (2.30, -14.79, 14.73)
H (1.38, -15.85, 15.81)
H (-0.06, -19.66, 14.71)
H (-0.62, -21.92, 14.64)
H (-1.37, -23.92, 13.18)
H (-1.08, -23.91, 10.78)
H (-0.10, -21.85, 9.68)
O (-0.22, -19.67, 9.43)
C (0.13, -19.62, 10.58)
N (4.23, -18.23, 12.95)
C (5.09, -18.37, 14.02)
C (5.19, -19.70, 14.33)
C (4.27, -20.31, 13.42)
N (3.58, -19.44, 12.66)
H (3.92, -17.33, 12.55)
H (5.65, -17.50, 14.38)
H (5.73, -20.16, 15.14)
H (4.08, -21.33, 13.18)
N (-4.70, -15.05, 9.75)
C (-3.83, -15.85, 10.39)
N (-4.19, -16.74, 11.35)
N (-2.58, -15.78, 9.86)
C (-1.56, -16.44, 10.26)
N (-0.59, -16.92, 10.71)
H (-5.69, -15.13, 9.88)
H (-4.39, -14.38, 9.05)
H (-5.15, -16.68, 11.70)
H (-3.48, -17.14, 11.93)
C (4.19, -19.55, 5.54)
Si (4.54, -17.77, 6.20)
C (4.84, -16.93, 4.48)
C (6.19, -17.56, 7.07)
Si (2.92, -16.58, 7.49)
Te (3.02, -18.51, 9.22)
Si (1.04, -16.52, 6.12)
C (1.42, -15.93, 4.35)
C (-0.29, -15.43, 6.89)
C (0.35, -18.30, 6.15)
Si (3.70, -14.49, 8.23)
C (2.42, -13.09, 8.28)
C (4.94, -13.95, 6.96)
C (4.39, -14.47, 10.02)
H (5.02, -19.77, 4.81)
H (3.18, -19.56, 5.14)
H (4.14, -20.24, 6.41)
H (5.88, -17.21, 4.25)
H (4.84, -15.78, 4.49)
H (4.12, -17.30, 3.73)
H (6.86, -18.04, 6.36)
H (6.15, -18.02, 8.08)
H (6.50, -16.48, 7.20)
H (2.30, -15.31, 4.23)
H (0.52, -15.33, 4.12)
H (1.43, -16.84, 3.68)
H (-0.15, -14.40, 6.63)
H (-0.36, -15.54, 7.99)
H (-1.22, -15.75, 6.46)
H (0.48, -18.92, 5.21)
H (-0.75, -18.25, 6.39)
H (0.84, -18.80, 6.99)
H (2.19, -12.90, 7.25)
H (2.83, -12.17, 8.67)
H (1.58, -13.26, 8.90)
H (4.51, -13.69, 5.99)
H (5.70, -14.71, 6.78)
H (5.46, -13.07, 7.32)
H (5.31, -13.88, 10.04)
H (4.70, -15.45, 10.41)
H (3.67, -14.06, 10.76)

So, what does the Löwdin scheme give us? The charges, in e, come out as: Mn 0.34; N 0.07; C -0.80; S 0.61; N -0.04; N -0.16; C -0.07; C -0.21; C -0.03; C -0.06; C -0.07; C -0.03; N 0.03; H 0.09; H 0.09; H 0.11; H 0.14; H 0.07; H 0.10; H 0.12; O -0.03; C -0.46; N -0.03; C -0.12; C -0.09; C -0.17; N 0.02; H 0.04; H 0.11; H 0.08; H 0.09; N 0.17; C -0.43; N 0.19; N 0.12; C -0.29; N 0.09; H 0.10; H 0.13; H 0.12; H 0.11; C -0.21; Si 0.27; C -0.24; C -0.24; Si 0.09; Te 0.47; Si 0.33; C -0.22; C -0.23; C -0.23; Si 0.36; C -0.22; C -0.23; C -0.23; H 0.05; H 0.01; H 0.01; H 0.02; H 0.03; H 0.02; H 0.02; H 0.02; H 0.03; H 0.01; H 0.02; H 0.05; H 0.01; H 0.01; H 0.02; H 0.04; H 0.03; H -0.05; H 0.02; H 0.02; H 0.01; H 0.03; H 0.00; H 0.03; H 0.02; H 0.00; H 0.01

4.
ORCA calculation (ωB97M-V with the def2-TZVPD basis set) on a gas-phase ion, C2H8N3O2 (charge +1) in a non-equilibrium geometry.

Its total energy is -10762.715 eV. The value obtained for the maximum force is 0.0512 hartree/bohr. As for the energy above the lowest of the compared OMol25 structures with the same formula, charge and spin: 91.5 kJ/mol. As for the SMILES: N/C(O)=[NH+]/[C@H](N)O. As for the total charge: +1. The orbital gap is 0.44166 Ha. The calculation puts the HOMO energy at -0.5568 hartree. The value obtained for the LUMO energy is -3.13 eV.

Cartesian coordinates (Å):
N (-1.96, 1.72, 0.31)
C (-0.89, 0.94, 0.41)
O (-0.27, 1.03, 1.55)
N (-0.46, 0.11, -0.54)
C (0.48, -1.05, -0.45)
N (1.54, -0.93, 0.54)
O (0.99, -1.24, -1.73)
H (-2.62, 1.76, -0.51)
H (-2.22, 2.50, 0.99)
H (0.54, 0.44, 1.34)
H (-0.98, -0.16, -1.42)
H (-0.06, -2.02, -0.23)
H (2.54, -0.76, 0.22)
H (1.55, -1.65, 1.23)
H (1.81, -0.69, -1.73)

So, what does the Löwdin scheme give us? The charges, in e, come out as: N 0.21; C -0.46; O 0.17; N 0.16; C -0.43; N 0.08; O 0.03; H 0.16; H 0.18; H 0.13; H 0.20; H 0.19; H 0.15; H 0.10; H 0.12

Repeat the second record exactly.
ORCA calculation (ωB97M-V with the def2-TZVPD basis set) on a molecular structure, C3H9CrN2O13S2 in a non-equilibrium geometry.

Its total energy is -82939.848 eV. The value obtained for the maximum force is 0.1292 hartree/bohr. The spin multiplicity is 6. As for the total charge: -2. The orbital gap (alpha / beta) is 0.20496 / 0.16378 Ha. The calculation puts the HOMO energy (alpha / beta) at -0.0193 / -0.0349 hartree. The value obtained for the LUMO energy (alpha / beta) is 5.05 / 3.51 eV.

Cartesian coordinates (Å):
Cr (-0.04, 0.20, -0.04)
C (-0.72, -2.66, 1.26)
O (0.25, -2.06, 0.49)
H (-0.73, -2.58, 2.34)
H (-1.70, -2.21, 1.06)
H (-0.69, -3.72, 1.01)
S (3.13, -0.01, 0.83)
O (3.75, 0.51, 2.02)
O (4.13, 0.54, -0.09)
O (3.12, -1.47, 0.72)
O (1.83, 0.54, 0.56)
S (-1.72, 1.83, -1.19)
O (-1.75, 2.49, -2.45)
O (-0.51, 2.10, -0.49)
O (-2.83, 2.55, -0.54)
O (-1.72, 0.38, -1.12)
C (-2.71, 1.99, 3.13)
N (-2.22, 0.95, 2.16)
O (-1.03, 0.85, 1.95)
O (-3.08, 0.30, 1.57)
H (-1.86, 2.53, 3.54)
H (-3.31, 1.46, 3.87)
H (-3.24, 2.60, 2.39)
C (2.17, -1.08, -3.90)
N (1.71, -0.94, -2.52)
O (1.90, -1.93, -1.85)
O (1.15, 0.10, -2.16)
H (2.38, -0.05, -4.18)
H (1.33, -1.41, -4.52)
H (3.01, -1.78, -3.88)

So, what does the Löwdin scheme give us? The charges, in e, come out as: Cr 0.77; C -0.38; O -0.38; H 0.03; H 0.04; H 0.04; S 0.22; O -0.20; O -0.18; O -0.27; O -0.36; S 0.14; O -0.36; O -0.39; O -0.40; O -0.39; C 0.05; N -0.40; O 0.03; O 0.06; H 0.09; H 0.09; H 0.10; C 0.03; N -0.40; O 0.09; O 0.04; H 0.10; H 0.10; H 0.10